Entry from the Open Molecules 2025 dataset: 5 unconnected molecules or ions with the total composition C5H20N10O5 at a distorted geometry (ωB97M-V with the def2-TZVPD basis set).

Each atom is followed by the atoms it is bonded to, with distances in Å.
CARTESIAN COORDINATES (ANGSTROEM)
1 O -5.3609 2.3031 -0.5588  C20 1.218
2 O 1.4792 0.9954 1.7115  C19 1.134
3 O 1.2877 -6.5859 -2.1514  C18 1.184
4 O -0.7071 -2.3429 -0.3244  C16 1.247
5 O 0.4492 3.0912 -4.3797  C17 1.206
6 N -0.0479 -4.8610 -1.6208  C18 1.316, H22 1.010, H34 1.010
7 N -0.7422 -0.5305 0.9907  C16 1.279, H23 1.010, H28 1.010
8 N -3.3585 1.9634 0.4422  C20 1.319, H27 1.010, H31 1.010
9 N -5.1580 1.3892 1.4399  C20 1.286, H25 1.010, H36 1.010
10 N 0.6290 1.7909 -2.6163  C17 1.291, H21 1.010, H38 1.010
11 N 2.3811 1.2372 3.6573  C19 1.276, H33 1.010, H35 1.010
12 N 0.9141 -0.7737 -0.3122  C16 1.302, H26 1.010, H37 1.010
13 N 3.3036 2.1608 1.9821  C19 1.336, H39 1.010, H40 1.010
14 N 1.2185 -5.6437 -0.1557  C18 1.304, H29 1.010, H32 1.010
15 N 1.5674 3.6009 -2.4991  C17 1.267, H24 1.010, H30 1.010
16 C -0.2008 -1.2920 0.1171  O4 1.247, N7 1.279, N12 1.302
17 C 0.8852 2.8704 -3.2772  O5 1.206, N10 1.291, N15 1.267
18 C 0.9239 -5.7262 -1.4229  O3 1.184, N6 1.316, N14 1.304
19 C 2.2577 1.4442 2.4039  O2 1.134, N11 1.276, N13 1.336
20 C -4.6739 1.8997 0.3630  O1 1.218, N8 1.319, N9 1.286
21 H 0.8230 1.7399 -1.6264  N10 1.010
22 H -0.3381 -4.7132 -2.5769  N6 1.010
23 H -0.1546 0.2348 1.2891  N7 1.010
24 H 1.7635 3.1926 -1.5963  N15 1.010
25 H -6.1515 1.3312 1.6118  N9 1.010
26 H 1.3607 -0.0281 0.2023  N12 1.010
27 H -2.7415 1.6206 1.1646  N8 1.010
28 H -1.6912 -0.7295 1.2734  N7 1.010
29 H 1.2224 -4.6827 0.1548  N14 1.010
30 H 2.0354 4.4836 -2.6466  N15 1.010
31 H -2.9271 2.2499 -0.4249  N8 1.010
32 H 1.8643 -6.3360 0.1961  N14 1.010
33 H 2.9270 1.8930 4.1976  N11 1.010
34 H -0.3760 -4.2167 -0.9155  N6 1.010
35 H 1.7493 0.5782 4.0894  N11 1.010
36 H -4.5172 1.2303 2.2043  N9 1.010
37 H 1.2085 -1.1790 -1.1893  N12 1.010
38 H -0.1161 1.1825 -2.9244  N10 1.010
39 H 3.6500 2.7526 2.7237  N13 1.010
40 H 3.3618 2.4055 1.0040  N13 1.010

Values from the calculation:
- ΔE to the lowest compared entry with this formula, charge and spin: 403.1 kJ/mol
- Charge: 0
- LUMO level: -0.56 eV
- Gap between HOMO and LUMO: 8.59 eV



Entry from the Open Molecules 2025 dataset: 2 unconnected molecules or ions with the total composition C10H14O2S at a distorted geometry (ωB97M-V with the def2-TZVPD basis set).

Each atom is followed by the atoms it is bonded to, with distances in Å.
CARTESIAN COORDINATES (ANGSTROEM)
1 S 2.7379 0.8526 -1.0296  O2 1.422, O3 1.443
2 O 3.6692 0.2076 -0.1706  S1 1.422
3 O 2.2066 2.0843 -0.4990  S1 1.443
4 C 0.4302 -0.3917 -1.2993  C12 1.459, C13 1.360, H17 1.051
5 C 1.1404 -1.1023 0.9716  C8 1.351, C13 1.400, H21 1.063
6 C -1.1996 1.3052 -0.1280  C7 1.514, C9 1.500, C12 1.341
7 C -2.0449 2.5192 -0.4512  C6 1.514, H16 1.075, H24 1.112, H26 1.141
8 C 0.0792 -0.8615 1.7722  C5 1.351, C10 1.487, H27 1.116
9 C -1.7437 0.6949 1.1299  C6 1.500, C10 1.569, H18 1.112, H20 1.105
10 C -1.3059 -0.8085 1.2333  C8 1.487, C9 1.569, H22 1.131, H23 1.053
11 C 1.7009 -2.4906 -0.8180  C13 1.483, H14 1.020, H19 1.135, H25 1.096
12 C -0.3676 0.8052 -1.0538  C4 1.459, C6 1.341, H15 1.112
13 C 1.0793 -1.2038 -0.4231  C4 1.360, C5 1.400, C11 1.483
14 H 1.5131 -2.5456 -1.8192  C11 1.020
15 H -0.3684 1.5630 -1.8673  C12 1.112
16 H -2.0120 3.1893 0.3883  C7 1.075
17 H 0.5060 -0.4910 -2.3430  C4 1.051
18 H -1.1952 1.1241 1.9965  C9 1.112
19 H 1.1816 -3.3943 -0.3687  C11 1.135
20 H -2.8450 0.7081 1.0398  C9 1.105
21 H 2.0955 -1.2338 1.4186  C5 1.063
22 H -1.4182 -1.2350 0.1915  C10 1.131
23 H -1.8756 -1.3450 1.9376  C10 1.053
24 H -3.0784 2.2368 -0.7488  C7 1.112
25 H 2.7761 -2.4916 -0.6044  C11 1.096
26 H -1.6969 3.1396 -1.3428  C7 1.141
27 H 0.0357 -0.8350 2.8874  C8 1.116

Values from the calculation:
- ΔE to the lowest compared entry with this formula, charge and spin: 151.6 kJ/mol
- Charge: 0
- LUMO level: 0.02 eV
- Gap between HOMO and LUMO: 8.49 eV



Entry from the Open Molecules 2025 dataset: 2 unconnected molecules or ions with the total composition C2H10NS2 (ωB97M-V with the def2-TZVPD basis set).

Each atom is followed by the atoms it is bonded to, with distances in Å.
CARTESIAN COORDINATES (ANGSTROEM)
1 S 0.0719 -1.5061 -0.7903  S2 2.042, C5 1.818
2 S 1.2952 -1.7596 0.8246  S1 2.042, C4 1.807
3 N -0.1207 1.6277 -1.3295  H6 1.063, H11 1.020, H12 1.024, H15 1.019
4 C 1.5720 -0.0756 1.4195  S2 1.807, H7 1.089, H10 1.090, H13 1.088
5 C -1.5685 -1.3823 -0.0161  S1 1.818, H8 1.084, H9 1.090, H14 1.087
6 H 0.0224 0.5740 -1.3357  N3 1.063
7 H 0.6298 0.3926 1.7014  C4 1.089
8 H -1.8359 -2.3517 0.3878  C5 1.084
9 H -2.3214 -1.0895 -0.7475  C5 1.090
10 H 2.1679 -0.1736 2.3274  C4 1.090
11 H 0.0529 2.0204 -2.2543  N3 1.020
12 H -1.0799 1.8387 -1.0392  N3 1.024
13 H 2.1332 0.5215 0.7033  C4 1.088
14 H -1.5480 -0.6722 0.8070  C5 1.087
15 H 0.5291 2.0356 -0.6584  N3 1.019

Values from the calculation:
- ΔE to the lowest compared entry with this formula, charge and spin: 16.6 kJ/mol
- Charge: +1
- LUMO level: -3.92 eV
- Gap between HOMO and LUMO: 8.95 eV



Entry from the Open Molecules 2025 dataset: 8 unconnected molecules or ions with the total composition H16O8 (ωB97M-V with the def2-TZVPD basis set).

Each atom is followed by the atoms it is bonded to, with distances in Å.
CARTESIAN COORDINATES (ANGSTROEM)
1 O 10.6652 -20.9574 4.8054  H10 0.957, H11 0.957
2 O 11.1592 -23.0127 6.6221  H18 0.957, H24 0.957
3 O 4.3010 -18.9555 4.9144  H21 0.957, H23 0.957
4 O 6.5067 -23.3894 4.4988  H14 0.957, H16 0.957
5 O 6.2742 -19.2955 2.6844  H13 0.957, H22 0.957
6 O 6.9890 -20.0115 8.1231  H19 0.957, H20 0.957
7 O 7.8541 -20.3227 5.5548  H12 0.957, H15 0.957
8 O 7.2450 -16.5532 4.2267  H9 0.957, H17 0.957
9 H 7.7541 -17.3111 3.9391  O8 0.957
10 H 11.2650 -21.4657 4.2595  O1 0.957
11 H 11.0483 -20.0806 4.8308  O1 0.957
12 H 7.6736 -19.7370 4.8196  O7 0.957
13 H 6.3664 -18.5674 2.0699  O5 0.957
14 H 6.6059 -23.9642 3.7399  O4 0.957
15 H 8.7558 -20.6122 5.4151  O7 0.957
16 H 6.9135 -22.5654 4.2306  O4 0.957
17 H 7.6841 -15.8031 3.8258  O8 0.957
18 H 11.7132 -22.6744 7.3255  O2 0.957
19 H 7.2413 -20.0842 7.2026  O6 0.957
20 H 7.4322 -20.7434 8.5520  O6 0.957
21 H 5.0096 -18.9006 4.2733  O3 0.957
22 H 5.7309 -19.9331 2.2213  O5 0.957
23 H 4.1553 -18.0502 5.1892  O3 0.957
24 H 10.8146 -22.2308 6.1907  O2 0.957

Values from the calculation:
- ΔE to the lowest compared entry with this formula, charge and spin: 229.9 kJ/mol
- Charge: 0
- LUMO level: -0.31 eV
- Gap between HOMO and LUMO: 9.79 eV



Entry from the Open Molecules 2025 dataset: a single C3H6N4S molecule at a distorted geometry (ωB97M-V with the def2-TZVPD basis set).

Each atom is followed by the atoms it is bonded to, with distances in Å.
CARTESIAN COORDINATES (ANGSTROEM)
1 S 0.7283 1.8616 -0.4464  N2 1.747, C8 1.854
2 N 1.7605 0.5799 0.1397  S1 1.747, C6 1.331, H9 1.213
3 N 0.0152 -0.8339 -0.5792  C6 1.333, C7 1.447, H12 1.201
4 N -2.2258 -1.1114 -0.1323  C7 1.407, H13 1.070
5 N 2.1752 -1.5926 -0.2640  C6 1.333, H10 0.991
6 C 1.2771 -0.6086 -0.2148  N2 1.331, N3 1.333, N5 1.333
7 C -1.1972 -0.1522 -0.1797  N3 1.447, N4 1.407, C8 1.573
8 C -1.0016 1.3944 0.0313  S1 1.854, C7 1.573, H11 1.323, H14 1.185
9 H 2.1202 0.5709 1.2980  N2 1.213
10 H 3.0231 -1.2604 0.1267  N5 0.991
11 H -1.6155 1.5787 1.1885  C8 1.323
12 H -0.2381 -1.9425 -0.1922  N3 1.201
13 H -3.1040 -0.5010 -0.0969  N4 1.070
14 H -1.7175 2.0172 -0.6787  C8 1.185

Values from the calculation:
- ΔE to the lowest compared entry with this formula, charge and spin: 445.8 kJ/mol
- Charge: 0
- LUMO level: 0.15 eV
- Gap between HOMO and LUMO: 8.97 eV



Entry from the Open Molecules 2025 dataset: a single C4H6N2O2 molecule at a distorted geometry (ωB97M-V with the def2-TZVPD basis set).

Each atom is followed by the atoms it is bonded to, with distances in Å.
CARTESIAN COORDINATES (ANGSTROEM)
1 O -0.1725 -2.0081 -0.3198  C7 1.339, H12 1.207
2 O 2.4704 -0.7015 0.0738  C6 1.402, H14 1.035
3 N 1.2265 1.1444 -0.2487  C5 1.372, C6 1.173, H10 1.230
4 N -2.1127 0.0157 -0.0885  C8 1.359, H11 1.020, H13 1.181
5 C -0.0955 1.5117 -0.2663  N3 1.372, C8 1.432, H9 1.262
6 C 1.2661 -0.0248 -0.1631  O2 1.402, N3 1.173, C7 1.308
7 C 0.1559 -0.7150 -0.2043  O1 1.339, C6 1.308, C8 1.358
8 C -0.7884 0.2586 -0.2696  N4 1.359, C5 1.432, C7 1.358
9 H -0.2809 2.6950 0.1319  C5 1.262
10 H 2.0530 1.8943 0.2681  N3 1.230
11 H -2.5796 0.6780 0.5308  N4 1.020
12 H -0.9817 -2.1978 0.5550  O1 1.207
13 H -2.1162 -1.0702 0.3745  N4 1.181
14 H 1.9557 -1.4804 -0.3738  O2 1.035

Values from the calculation:
- ΔE to the lowest compared entry with this formula, charge and spin: 668.2 kJ/mol
- Charge: 0
- LUMO level: -0.05 eV
- Gap between HOMO and LUMO: 7.27 eV



Entry from the Open Molecules 2025 dataset: a single C4H4OS molecule at a distorted geometry (ωB97M-V with the def2-TZVPD basis set).

Each atom is followed by the atoms it is bonded to, with distances in Å.
CARTESIAN COORDINATES (ANGSTROEM)
1 S -2.2048 -0.8783 0.0270  C5 1.641
2 O 0.5314 0.8225 0.0054  C3 1.390, C6 1.195
3 C -0.7396 1.3835 -0.0242  O2 1.390, C5 1.349, H10 1.124
4 C 1.4582 -1.4338 -0.0552  C6 1.249, H7 1.011, H8 0.982
5 C -1.9244 0.7378 -0.0147  S1 1.641, C3 1.349, H9 1.063
6 C 0.9614 -0.2918 0.0412  O2 1.195, C4 1.249
7 H 1.5183 -1.9696 0.7996  C4 1.011
8 H 2.0022 -1.7347 -0.8159  C4 0.982
9 H -2.8728 1.1996 -0.1475  C5 1.063
10 H -0.5401 2.4764 0.1446  C3 1.124

Values from the calculation:
- ΔE to the lowest compared entry with this formula, charge and spin: 506.4 kJ/mol
- Charge: 0
- LUMO level: -0.47 eV
- Gap between HOMO and LUMO: 7.08 eV



Entry from the Open Molecules 2025 dataset: 2 unconnected molecules or ions with the total composition C11H24N3 at a distorted geometry (ωB97M-V with the def2-TZVPD basis set).

Each atom is followed by the atoms it is bonded to, with distances in Å.
CARTESIAN COORDINATES (ANGSTROEM)
1 N 0.3536 -0.8373 -0.9900  N2 1.430, C4 1.468, H20 1.022
2 N 1.2168 -1.7806 -0.3492  N1 1.430, C8 1.296, C9 1.497
3 N 2.6968 -1.3662 -2.0792  C8 1.339, H21 1.002, H27 1.088
4 C -0.3932 -1.2980 -2.1667  N1 1.468, C6 1.622, C12 1.581, H36 1.116
5 C -0.3593 2.1162 1.8605  C7 1.563, C10 1.487, C11 1.430, C13 1.608
6 C -0.8725 0.1792 -2.6333  C4 1.622, H18 1.099, H19 1.024, H28 1.074
7 C -0.7031 2.8705 3.1857  C5 1.563, H30 1.130, H35 1.092, H38 1.036
8 C 2.2939 -2.0657 -1.0106  N2 1.296, N3 1.339, H16 1.019
9 C 0.6502 -2.5809 0.7823  N2 1.497, H15 1.059, H17 1.133, H32 1.071
10 C -0.5752 3.0767 0.7456  C5 1.487, H24 1.062, H25 1.116, H33 1.103
11 C -1.2397 0.9956 1.7450  C5 1.430, C14 1.211
12 C -1.5638 -2.2875 -1.7810  C4 1.581, H22 1.063, H23 1.178, H29 1.056
13 C 1.1824 1.6685 1.9568  C5 1.608, H26 1.095, H34 1.044, H37 1.176
14 C -1.9217 0.1084 1.2832  C11 1.211, H31 1.024
15 H 1.2585 -2.6715 1.6441  C9 1.059
16 H 2.7987 -2.9294 -0.8163  C8 1.019
17 H 0.8005 -3.6366 0.4009  C9 1.133
18 H -1.6755 -0.0539 -3.3470  C6 1.099
19 H -0.1591 0.7734 -3.0651  C6 1.024
20 H -0.2306 -0.3316 -0.3211  N1 1.022
21 H 2.4517 -0.4259 -2.3225  N3 1.002
22 H -1.1279 -3.2180 -1.5105  C12 1.063
23 H -2.1898 -1.7668 -0.9295  C12 1.178
24 H -0.9627 2.4630 -0.0301  C10 1.062
25 H -1.3925 3.8331 0.8133  C10 1.116
26 H 1.8374 2.4979 2.2441  C13 1.095
27 H 3.2884 -1.8238 -2.8688  N3 1.088
28 H -1.3334 0.6320 -1.7752  C6 1.074
29 H -2.1714 -2.4588 -2.6277  C12 1.056
30 H 0.0995 3.6170 3.4616  C7 1.130
31 H -2.6788 -0.5810 1.2974  C14 1.024
32 H -0.3260 -2.1909 0.9862  C9 1.071
33 H 0.3907 3.5071 0.4324  C10 1.103
34 H 1.1473 1.0390 2.7883  C13 1.044
35 H -1.6664 3.3813 3.1328  C7 1.092
36 H 0.2172 -1.6721 -3.0230  C4 1.116
37 H 1.5844 1.1117 1.0023  C13 1.176
38 H -0.7254 2.1058 3.8842  C7 1.036

Values from the calculation:
- ΔE to the lowest compared entry with this formula, charge and spin: 231.6 kJ/mol
- Charge: +1
- LUMO level: -3.19 eV
- Gap between HOMO and LUMO: 9.78 eV



Entry from the Open Molecules 2025 dataset: 2 unconnected molecules or ions with the total composition C7H13O4PS at a distorted geometry (ωB97M-V with the def2-TZVPD basis set).

Each atom is followed by the atoms it is bonded to, with distances in Å.
CARTESIAN COORDINATES (ANGSTROEM)
1 S -2.1081 -1.0678 -0.3579  O3 1.404, O5 1.676, O6 1.619
2 P 0.7809 0.2032 -0.5352  O4 1.495, C7 1.809, C8 1.886, C12 1.749
3 O -2.8308 -0.9571 -1.5562  S1 1.404
4 O 0.0658 1.4617 -0.9096  P2 1.495
5 O -2.7786 -0.1643 0.8846  S1 1.676, C10 1.464
6 O -2.4635 -2.5606 0.1575  S1 1.619, H22 0.992
7 C 2.5210 0.5705 -0.2041  P2 1.809, H16 1.141, H19 1.062, H25 1.124
8 C 0.8664 -1.1534 -1.8425  P2 1.886, H14 1.116, H20 1.077, H26 1.115
9 C -3.4970 1.9188 -0.1770  C10 1.428, C11 1.197
10 C -3.7803 0.8989 0.7820  O5 1.464, C9 1.428, H15 1.038, H21 1.075
11 C -3.2118 2.7549 -0.9847  C9 1.197, H24 1.059
12 C 0.2181 -0.2753 1.0500  P2 1.749, C13 1.401, H18 1.133
13 C 0.7111 -1.4453 1.6420  C12 1.401, H17 1.104, H23 1.122
14 H 1.7699 -0.8884 -2.4417  C8 1.116
15 H -4.7151 0.4584 0.6800  C10 1.038
16 H 2.5875 1.0864 0.8116  C7 1.141
17 H 1.2306 -2.1878 1.0118  C13 1.104
18 H -0.2013 0.6460 1.5582  C12 1.133
19 H 2.9041 1.3461 -0.8196  C7 1.062
20 H 0.0141 -1.0827 -2.4968  C8 1.077
21 H -3.9324 1.2455 1.7877  C10 1.075
22 H -3.1608 -3.2167 -0.1017  O6 0.992
23 H 0.6816 -1.5351 2.7603  C13 1.122
24 H -2.7593 3.3456 -1.7385  C11 1.059
25 H 3.1634 -0.3455 -0.3074  C7 1.124
26 H 1.0382 -2.2161 -1.5506  C8 1.115

Values from the calculation:
- ΔE to the lowest compared entry with this formula, charge and spin: 498.5 kJ/mol
- Charge: 0
- LUMO level: 0.41 eV
- Gap between HOMO and LUMO: 9.85 eV



- Look up the charge of the fifth one.
  0